1.
C23H21N3O6S | the ωB97M-V functional and the def2-TZVPD basis

Bonds (Å) are listed after each position.
Geometry (Å):
1 C -4.0555 1.0670 0.1462  C2 1.524, H34 1.087, H35 1.088, H36 1.085
2 C -3.5483 0.6605 1.5247  C1 1.524, C3 1.526, H37 1.092, H38 1.093
3 C -2.0263 0.6629 1.6362  C2 1.526, S4 1.847, C23 1.532, H39 1.093
4 S -1.3219 -0.4317 0.3257  C3 1.847, C5 1.743
5 C -0.0066 -1.2187 1.1555  S4 1.743, N6 1.330, C10 1.409
6 N 0.2889 -0.7635 2.3698  C5 1.330, C7 1.318
7 C 1.2579 -1.3211 3.0685  N6 1.318, C8 1.387, H40 1.082
8 C 2.0139 -2.3854 2.6010  C7 1.387, C9 1.383, H41 1.078
9 C 1.7313 -2.8619 1.3337  C8 1.383, C10 1.394, H42 1.080
10 C 0.7126 -2.2842 0.5781  C5 1.409, C9 1.394, C11 1.475
11 C 0.4667 -2.8453 -0.7642  C10 1.475, O12 1.204, O13 1.349
12 O 1.0236 -3.8203 -1.1984  C11 1.204
13 O -0.4719 -2.1376 -1.4264  C11 1.349, C14 1.376
14 C -0.8932 -2.4463 -2.6993  O13 1.376, C15 1.394, C22 1.386
15 C -2.2089 -2.0966 -3.0009  C14 1.394, C16 1.382, H43 1.078
16 C -2.7216 -2.3313 -4.2631  C15 1.382, C17 1.384, H44 1.078
17 C -1.9319 -2.9174 -5.2368  C16 1.384, C18 1.387, H45 1.079
18 C -0.6211 -3.2490 -4.9252  C17 1.387, N19 1.446, C22 1.389
19 N 0.2186 -3.8403 -5.9439  C18 1.446, O20 1.210, O21 1.212
20 O 1.3914 -3.9927 -5.6882  N19 1.210
21 O -0.3063 -4.1400 -6.9940  N19 1.212
22 C -0.0814 -3.0194 -3.6657  C14 1.386, C18 1.389, H46 1.079
23 C -1.4170 2.0648 1.5313  C3 1.532, O24 1.211, N25 1.354
24 O -2.0749 3.0502 1.2813  C23 1.211
25 N -0.0847 2.0463 1.7699  C23 1.354, C26 1.396, H47 1.018
26 C 0.8299 3.1001 1.7155  N25 1.396, C27 1.386, C31 1.409
27 C 0.4652 4.4279 1.5565  C26 1.386, C28 1.385, H48 1.077
28 C 1.4342 5.4174 1.5185  C27 1.385, C29 1.380, H49 1.079
29 C 2.7683 5.0860 1.6416  C28 1.380, C30 1.388, H50 1.079
30 C 3.1497 3.7606 1.7970  C29 1.388, C31 1.384, H51 1.078
31 C 2.1930 2.7616 1.8317  C26 1.409, C30 1.384, O32 1.376
32 O 2.4625 1.4192 1.9703  C31 1.376, C33 1.406
33 C 3.8068 1.0175 2.0572  O32 1.406, H52 1.094, H53 1.090, H54 1.095
34 H -5.1419 1.0341 0.1252  C1 1.087
35 H -3.6724 0.3920 -0.6165  C1 1.088
36 H -3.7320 2.0767 -0.0861  C1 1.085
37 H -3.9330 1.3610 2.2691  C2 1.092
38 H -3.9149 -0.3387 1.7718  C2 1.093
39 H -1.7102 0.2147 2.5817  C3 1.093
40 H 1.4297 -0.8824 4.0424  C7 1.082
41 H 2.7955 -2.8186 3.2033  C8 1.078
42 H 2.2826 -3.6824 0.8986  C9 1.080
43 H -2.8062 -1.6401 -2.2280  C15 1.078
44 H -3.7404 -2.0581 -4.4875  C16 1.078
45 H -2.3067 -3.1162 -6.2288  C17 1.079
46 H 0.9412 -3.2987 -3.4660  C22 1.079
47 H 0.3315 1.1506 2.0178  N25 1.018
48 H -0.5784 4.6750 1.4600  C27 1.077
49 H 1.1386 6.4475 1.3940  C28 1.079
50 H 3.5274 5.8530 1.6158  C29 1.079
51 H 4.1977 3.5225 1.8872  C30 1.078
52 H 4.3710 1.3081 1.1658  C33 1.094
53 H 3.7851 -0.0694 2.1294  C33 1.090
54 H 4.2926 1.4301 2.9471  C33 1.095

Calculated values
E_LUMO: -0.589 eV
SMILES: CC[C@@H](Sc1ncccc1C(=O)Oc1cccc([N+](=O)[O-])c1)C(=O)Nc1ccccc1OC
charge: 0
relative energy (zero: lowest compared OMol25 entry of this formula, charge and spin): 3.066 eV

=====

2.
C28H55Cl8FN5O9PS | the ωB97M-V functional and the def2-TZVPD basis

Bonds (Å) are listed after each position.
Geometry (Å):
1 C 5.5231 1.4949 -0.0806  C2 1.533, H42 1.096, H43 1.092, H44 1.092
2 C 5.6268 1.8943 1.3956  C1 1.533, C3 1.525, H45 1.094, H46 1.096
3 C 4.3334 1.6348 2.1605  C2 1.525, N4 1.469, H47 1.100, H48 1.094
4 N 3.2559 2.4369 1.5660  C3 1.469, C5 1.436, H49 1.015
5 C 1.9069 2.2213 2.0092  N4 1.436, S6 1.913, N10 1.429, C30 1.624
6 S 1.5220 3.5942 3.2849  C5 1.913, O7 1.431, O8 1.418, F9 1.578
7 O 2.7793 3.8265 3.9267  S6 1.431
8 O 0.3590 3.3899 4.0695  S6 1.418
9 F 1.2903 4.8859 2.4083  S6 1.578
10 N 1.7212 1.0245 2.7668  C5 1.429, C11 1.375, H50 1.013
11 C 1.4852 -0.0167 1.9005  N10 1.375, O12 1.202, C13 1.533
12 O 1.8841 -1.1397 2.0560  C11 1.202
13 C 0.6026 0.5112 0.7641  C11 1.533, C14 1.557, C23 1.546, C30 1.579
14 C -0.8072 -0.0110 1.1671  C13 1.557, C15 1.536, H51 1.094, H52 1.096
15 C -1.8754 -0.2063 0.0810  C14 1.536, C16 1.550, H53 1.091, H54 1.091
16 C -2.6495 -1.5441 0.1966  C15 1.550, C17 1.530, H55 1.094, H56 1.093
17 C -4.1710 -1.3938 0.1461  C16 1.530, N18 1.482, H57 1.094, H58 1.103
18 N -4.8199 -1.2398 1.4695  C17 1.482, C19 1.474, C20 1.442
19 C -4.0320 -0.4830 2.4586  N18 1.474, H59 1.089, H60 1.100, H61 1.092
20 C -6.1087 -0.6106 1.3225  N18 1.442, C21 1.515, O22 1.187
21 C -6.1660 0.8679 0.9978  C20 1.515, H62 1.093, H63 1.094, H64 1.089
22 O -7.1031 -1.2418 1.4715  C20 1.187
23 C 1.1063 -0.1061 -0.5605  C13 1.546, C24 1.544, H65 1.095, H66 1.095
24 C 0.8724 -1.6242 -0.7221  C23 1.544, C25 1.532, H67 1.089, H68 1.093
25 C 2.0540 -2.3165 -1.4088  C24 1.532, O26 1.432, H69 1.091, H70 1.096
26 O 2.2824 -3.6308 -0.8893  C25 1.432, C27 1.370
27 C 2.7859 -3.7410 0.3797  O26 1.370, C28 1.506, O29 1.182
28 C 4.1399 -3.1346 0.6371  C27 1.506, H71 1.094, H72 1.089, H73 1.089
29 O 2.2030 -4.3876 1.1789  C27 1.182
30 C 0.8158 2.0746 0.8158  C5 1.624, C13 1.579, O31 1.417, P39 1.931
31 O -0.2316 2.8360 1.3901  C30 1.417, C32 1.420
32 C -1.5870 2.9884 0.9934  O31 1.420, C33 1.521, H74 1.094, H75 1.098
33 C -1.9542 3.3963 -0.4247  C32 1.521, N34 1.455, H76 1.107, H77 1.093
34 N -2.2932 2.2498 -1.2544  C33 1.455, C35 1.454, H78 1.017
35 C -2.6915 2.6471 -2.5955  N34 1.454, C36 1.528, H79 1.108, H80 1.095
36 C -2.7957 1.4620 -3.5544  C35 1.528, C37 1.541, O38 1.424, H81 1.096
37 C -3.2158 1.9501 -4.9544  C36 1.541, H82 1.094, H83 1.092, H84 1.093
38 O -1.5958 0.6960 -3.5962  C36 1.424, H85 0.965
39 P 1.7697 2.7609 -0.7167  C30 1.931, N40 1.723, O41 1.636
40 N 0.7119 2.6669 -2.0732  P39 1.723, H86 1.013, H87 1.015
41 O 1.6335 4.3471 -0.3416  P39 1.636, H88 0.968
42 H 4.8407 0.6449 -0.1927  C1 1.096
43 H 5.1131 2.3063 -0.6850  C1 1.092
44 H 6.4962 1.2144 -0.4883  C1 1.092
45 H 6.4171 1.3205 1.8893  C2 1.094
46 H 5.8988 2.9515 1.4920  C2 1.096
47 H 4.4805 1.8670 3.2251  C3 1.100
48 H 4.0976 0.5707 2.0682  C3 1.094
49 H 3.5165 3.4115 1.6823  N4 1.015
50 H 2.3278 0.8545 3.5598  N10 1.013
51 H -0.6443 -0.9639 1.6788  C14 1.094
52 H -1.1858 0.6647 1.9427  C14 1.096
53 H -2.6124 0.5967 0.1364  C15 1.091
54 H -1.4391 -0.1492 -0.9174  C15 1.091
55 H -2.3783 -2.1812 -0.6498  C16 1.094
56 H -2.3679 -2.0795 1.1066  C16 1.093
57 H -4.5947 -2.2972 -0.3037  C17 1.094
58 H -4.4318 -0.5703 -0.5390  C17 1.103
59 H -3.2367 -1.1109 2.8587  C19 1.089
60 H -3.6057 0.4548 2.0731  C19 1.100
61 H -4.6916 -0.2219 3.2884  C19 1.092
62 H -5.7551 1.4618 1.8183  C21 1.093
63 H -5.5817 1.1068 0.1047  C21 1.094
64 H -7.2036 1.1474 0.8236  C21 1.089
65 H 0.5736 0.3988 -1.3728  C23 1.095
66 H 2.1767 0.1124 -0.6419  C23 1.095
67 H 0.6676 -2.1329 0.2193  C24 1.089
68 H -0.0104 -1.7665 -1.3514  C24 1.093
69 H 1.8651 -2.4704 -2.4725  C25 1.091
70 H 2.9580 -1.7003 -1.3418  C25 1.096
71 H 4.8926 -3.8950 0.4069  C28 1.094
72 H 4.3546 -2.2636 0.0190  C28 1.089
73 H 4.2007 -2.8667 1.6908  C28 1.089
74 H -1.9342 3.7707 1.6746  C32 1.094
75 H -2.1734 2.0952 1.2477  C32 1.098
76 H -2.8257 4.0704 -0.3155  C33 1.107
77 H -1.1810 3.9888 -0.9212  C33 1.093
78 H -3.1027 1.8059 -0.8280  N34 1.017
79 H -3.6885 3.1297 -2.5810  C35 1.108
80 H -2.0065 3.4125 -2.9763  C35 1.095
81 H -3.5573 0.7682 -3.1813  C36 1.096
82 H -3.4437 3.0200 -4.9551  C37 1.094
83 H -4.1094 1.4328 -5.3108  C37 1.092
84 H -2.4228 1.7552 -5.6811  C37 1.093
85 H -0.9880 1.1455 -4.1955  O38 0.965
86 H 1.1362 2.0837 -2.7847  N40 1.013
87 H 0.5577 3.5934 -2.4589  N40 1.015
88 H 0.8131 4.5826 0.1153  O41 0.968
89 Cl -3.6493 -1.0208 6.2683  C90 1.767
90 C -5.4034 -0.8475 6.3961  Cl89 1.767, Cl91 1.770, H92 1.083, H93 1.083
91 Cl -5.9938 0.6067 5.5785  C90 1.770
92 H -5.8684 -1.7085 5.9312  C90 1.083
93 H -5.6652 -0.7754 7.4444  C90 1.083
94 Cl -1.9891 5.7209 -4.2712  C95 1.760
95 C -0.8661 5.2932 -5.5571  Cl94 1.760, Cl96 1.771, H97 1.083, H98 1.083
96 Cl 0.1029 3.8727 -5.1316  C95 1.771
97 H -1.4339 5.0649 -6.4510  C95 1.083
98 H -0.1909 6.1242 -5.7203  C95 1.083
99 Cl 3.4389 -6.9399 -2.9434  C100 1.765
100 C 3.1524 -6.9701 -1.2017  Cl99 1.765, Cl101 1.773, H102 1.082, H103 1.083
101 Cl 4.6138 -7.3872 -0.2878  C100 1.773
102 H 2.8275 -5.9862 -0.8904  C100 1.082
103 H 2.3948 -7.7138 -0.9880  C100 1.083
104 Cl 4.5862 -10.8791 -2.1743  C105 1.767
105 C 5.9356 -10.6330 -1.0606  Cl104 1.767, Cl106 1.769, H107 1.082, H108 1.083
106 Cl 7.4876 -11.0951 -1.7738  C105 1.769
107 H 5.9720 -9.5827 -0.8043  C105 1.082
108 H 5.7697 -11.2427 -0.1806  C105 1.083

Calculated values
E_LUMO: 0.148 eV
SMILES: CCCN[C@]1(S(=O)(=O)F)NC(=O)[C@](CCCCN(C)C(C)=O)(CCCOC(C)=O)[C@]1(OCCNC[C@@H](C)O)P(N)O.ClCCl.ClCCl.ClCCl.ClCCl
charge: 0

=====

3.
C4H4Cl5N3O | the ωB97M-V functional and the def2-TZVPD basis

Bonds (Å) are listed after each position.
Geometry (Å):
1 C 0.1121 1.7203 -0.4180  N5 1.395, N6 1.398, O8 1.200
2 C -1.4336 -0.5179 -0.3646  C3 1.554, C4 1.496, Cl9 1.760, Cl10 1.722
3 C -0.2492 -0.4849 -1.3696  C2 1.554, N5 1.305
4 C -1.3009 0.2659 0.9029  C2 1.496, N6 1.433, Cl12 1.794, Cl13 1.741
5 N 0.3405 0.6780 -1.3171  C1 1.395, C3 1.305, H14 1.012
6 N -0.7256 1.5614 0.6901  C1 1.398, C4 1.433, H15 1.001
7 N 2.7331 -1.5385 0.3422  Cl11 1.742, H16 0.985, H17 1.007
8 O 0.6268 2.7905 -0.5902  C1 1.200
9 Cl -2.6491 0.2466 -1.3820  C2 1.760
10 Cl -1.7977 -2.1817 -0.1078  C2 1.722
11 Cl 1.3137 -2.1150 -0.4874  N7 1.742
12 Cl -0.1627 -0.5714 2.0077  C4 1.794
13 Cl -2.8514 0.5084 1.6576  C4 1.741
14 H 1.1800 0.8431 -1.8574  N5 1.012
15 H -1.3156 2.3299 0.9408  N6 1.001
16 H 2.6034 -1.5398 1.3182  N7 0.985
17 H 3.5763 -1.9950 0.0345  N7 1.007

Calculated values
E_LUMO: 0.090 eV
charge: 0

=====

4.
C2H8N4S | the ωB97M-V functional and the def2-TZVPD basis

Bonds (Å) are listed after each position.
Geometry (Å):
1 C 0.4801 0.0480 -0.0379  N3 1.241, N4 1.426, H8 1.087
2 C -1.8799 -0.3762 -0.0893  N4 1.429, S7 1.831, H9 1.089, H10 1.072
3 N 1.5433 0.0017 0.6009  C1 1.241
4 N -0.5763 -0.8755 0.2147  C1 1.426, C2 1.429, N6 1.326
5 N 2.7526 1.8000 0.3085  H11 1.116, H12 1.017
6 N -0.3703 -2.1587 0.4772  N4 1.326, H13 1.063, H14 1.101
7 S -1.9675 1.4071 0.3184  C2 1.831, H15 1.479
8 H 0.2723 0.9749 -0.5670  C1 1.087
9 H -2.6330 -0.9325 0.4666  C2 1.089
10 H -2.2707 -0.3973 -1.0873  C2 1.072
11 H 3.7991 1.4144 0.2642  N5 1.116
12 H 2.6356 2.2401 1.2175  N5 1.017
13 H -1.2877 -2.6883 0.5610  N6 1.063
14 H 0.6386 -2.4179 0.8351  N6 1.101
15 H -3.1735 1.5986 -0.5163  S7 1.479

Calculated values
E_LUMO (spin up / spin down): -13.036 / -13.064 eV
charge: +2
relative energy (zero: lowest compared OMol25 entry of this formula, charge and spin): 10.373 eV

=====

5.
C4H2ClO2S2 | the ωB97M-V functional and the def2-TZVPD basis

Bonds (Å) are listed after each position.
Geometry (Å):
1 C -1.7069 0.8163 0.3701  C3 1.384, O6 1.378, H10 1.004
2 C -0.6438 -1.0254 -0.1589  C4 1.384, O6 1.383, H11 1.024
3 C -0.3900 1.1969 0.1775  C1 1.384, C4 1.438, S7 1.743
4 C 0.3063 -0.0198 -0.1437  C2 1.384, C3 1.438, S8 1.890
5 O 2.3781 -1.0649 -1.6774  S8 1.460
6 O -1.9082 -0.5125 0.0649  C1 1.378, C2 1.383
7 S 0.3879 2.7559 0.1456  C3 1.743
8 S 2.1494 -0.1992 -0.5236  C4 1.890, O5 1.460, Cl9 2.141
9 Cl 2.6526 -1.1788 1.3121  S8 2.141
10 H -2.5504 1.2783 0.6586  C1 1.004
11 H -0.6751 -2.0467 -0.2252  C2 1.024

Calculated values
E_LUMO: 3.068 eV
charge: -1
relative energy (zero: lowest compared OMol25 entry of this formula, charge and spin): 0.000 eV

=====

6.
C4H7NOS2 | the ωB97M-V functional and the def2-TZVPD basis

Bonds (Å) are listed after each position.
Geometry (Å):
1 C -1.7875 -1.0718 1.2698  C2 1.548, H9 1.086, H10 1.159, H11 1.123
2 C -1.7426 -0.3807 -0.1152  C1 1.548, O3 1.445, S8 1.752, H12 1.128
3 O -0.8842 -1.1089 -1.0215  C2 1.445, N4 1.433
4 N 0.4687 -1.0725 -0.5499  O3 1.433, C5 1.340, H13 1.052
5 C 1.1385 -0.0232 -0.0550  N4 1.340, S6 1.608, C7 1.519
6 S 2.7253 -0.0572 0.2031  C5 1.608
7 C 0.3882 1.2617 0.2508  C5 1.519, S8 1.825, H14 1.126, H15 1.129
8 S -1.3694 1.3269 -0.2345  C2 1.752, C7 1.825
9 H -2.5103 -0.5319 1.8752  C1 1.086
10 H -0.7246 -1.1702 1.7203  C1 1.159
11 H -2.2354 -2.0894 1.1096  C1 1.123
12 H -2.7759 -0.4415 -0.5638  C2 1.128
13 H 0.9146 -1.9918 -0.7991  N4 1.052
14 H 0.9659 2.0757 -0.2712  C7 1.126
15 H 0.4846 1.4967 1.3506  C7 1.129

Calculated values
E_LUMO: 0.616 eV
SMILES: C[C@@H]1ONC(=S)CS1
charge: 0
relative energy (zero: lowest compared OMol25 entry of this formula, charge and spin): 2.477 eV

=====

no.,E (Eh)
1,-1902.89158
2,-6571.72830
3,-2695.18264
4,-697.20047
5,-1560.66922
6,-1082.90380